Record 1
Density functional theory data (the ωB97M-V functional and the def2-TZVPD basis) for a structure of composition C6H8S.

Summary:
- highest occupied orbital energy (alpha / beta) (eV) = -7.355 / -7.495
- Kohn-Sham gap (alpha / beta) (eV) = 6.710 / 7.861
- relative energy (zero: lowest compared OMol25 entry of this formula, charge and spin) (kcal/mol) = 164.68
- strongest force on any atom (eV/A) = 4.47
- M (g mol⁻¹) = 112.197

```
! RIJCOSX wB97M-V def2-TZVPD def2/J DEFGRID3
* xyz 0 1
C 2.45042 0.91559 0.35563
C 0.17001 1.39678 -0.34903
C -0.85075 1.34490 0.67324
H 1.85099 1.21761 -1.70840
C -2.16285 -1.79380 -0.58269
H 3.47628 1.17066 0.06902
H -1.04250 0.50984 1.27164
H -1.27871 2.18802 0.95675
S -1.39809 1.05104 -1.05949
C -1.10265 -2.48856 -0.56119
H -3.23344 -2.18473 -0.43928
H -2.01787 -0.60827 -0.75972
H -0.09640 -2.59534 -0.69566
C 1.48007 1.04446 -0.61750
H 2.23017 0.53880 1.40245
*
```


Record 2
Density functional theory data (the ωB97M-V functional and the def2-TZVPD basis) for an isolated molecule of C3H4N2OS2.

Summary:
- highest occupied orbital energy (eV) = -8.997
- Kohn-Sham gap (eV) = 8.584
- relative energy (zero: lowest compared OMol25 entry of this formula, charge and spin) (kcal/mol) = 40.36
- strongest force on any atom (eV/A) = 3.45
- M (g mol⁻¹) = 148.212
- structure (SMILES) = O=C1NNCC(=S)S1

```
! RIJCOSX wB97M-V def2-TZVPD def2/J DEFGRID3
* xyz 0 1
H -0.57195 -0.86881 2.12498
H 1.86548 -0.42820 -1.17866
C -1.64187 0.21650 0.71954
C 0.17414 0.81290 -1.36485
S 0.71207 1.42978 -2.72236
H 1.05009 -1.68441 0.80941
N 0.43024 -1.03171 0.31344
N -0.54992 -0.48581 1.17821
O -2.72302 0.44752 1.31054
H 1.67819 0.64628 0.18001
S -1.53277 1.01287 -0.89530
C 1.10932 -0.06693 -0.47495
*
```


Record 3
Density functional theory data (the ωB97M-V functional and the def2-TZVPD basis) for a cluster of 11 separate species, C39H78O21 in total.

Summary:
- highest occupied orbital energy (eV) = -9.012
- Kohn-Sham gap (eV) = 9.550
- relative energy (zero: lowest compared OMol25 entry of this formula, charge and spin) (kcal/mol) = 0.00
- strongest force on any atom (eV/A) = 1.49
- M (g mol⁻¹) = 883.032
- structure (SMILES) = COC(=O)OC.COC(=O)OC.COC(=O)OC.COC(=O)OC.COC(=O)OC.C1CCOC1.C1CCOC1.C1CCOC1.C1CCOC1.C1CCOC1.C1CCOC1

```
! RIJCOSX wB97M-V def2-TZVPD def2/J DEFGRID3
* xyz 0 1
H -17.03382 9.50752 -1.14466
O -15.12881 14.59092 -2.81344
C -22.05284 17.38638 0.16138
O -19.84029 8.40440 -3.23357
O -24.64965 11.44602 -1.99509
C -18.63352 13.82345 5.00482
H -19.71316 14.82709 0.24168
H -19.87200 7.75630 -0.15048
H -18.31722 11.06878 -0.00120
C -16.18491 12.47103 -2.71201
C -17.38451 9.22139 -2.12820
C -24.04619 17.02005 -0.99012
H -12.71175 13.46422 1.96434
H -26.36906 14.36119 4.43121
O -20.32979 10.59439 -3.45136
H -18.09245 7.61885 2.83071
H -24.54063 13.03582 1.95086
H -20.26373 13.63009 2.61501
H -21.13260 13.21579 -2.14981
C -21.84098 7.12514 2.03016
H -16.65130 9.26027 -2.93199
H -13.53272 9.67514 -0.14963
C -15.88065 8.73339 1.70845
H -16.44302 13.03412 2.16090
H -22.86166 6.78029 2.23639
H -15.58132 11.96616 -1.95877
H -24.53434 12.92080 4.73221
C -15.23998 10.58632 5.00190
C -19.58077 9.56987 -3.06179
C -13.94240 8.79798 0.35348
H -24.43156 19.05396 -0.30467
H -22.56819 13.23136 3.30368
O -17.16684 9.00599 1.62038
O -17.79031 16.41429 3.00718
H -14.80932 10.88402 5.95954
C -21.63485 10.26443 -3.88989
O -25.33719 14.86529 2.68880
H -14.88148 11.69808 -4.36171
H -19.19827 20.17095 3.33250
H -21.22719 13.20180 1.18188
C -21.32010 6.36070 0.76978
O -23.21861 13.03408 -2.30363
H -15.78835 9.65828 5.18207
C -18.63219 17.43366 2.99926
C -23.59700 12.08139 -1.47882
C -14.50359 12.31506 1.29727
H -14.26154 11.79306 2.22416
H -23.78529 14.33038 5.49771
O -21.81576 8.50986 1.72390
C -24.25836 14.05742 2.24485
C -19.60190 11.83582 1.54060
H -22.09138 5.73550 0.32673
H -17.14163 12.01734 -2.94825
H -21.32541 18.17309 -0.03478
C -25.15465 10.35646 -1.24175
C -19.22437 14.01281 0.77891
H -23.50808 17.04660 1.79073
O -18.48747 10.05970 -2.48866
C -17.97800 8.70257 2.75096
H -21.10423 7.26515 -1.23012
O -22.62925 17.00429 -1.09592
H -18.40806 14.37194 1.40768
C -17.02818 12.10842 5.20459
H -24.46056 17.21823 -1.98271
O -18.69882 13.09359 -0.18893
H -22.06363 14.68526 -2.52684
H -21.21824 6.94843 2.90480
O -23.06854 11.79122 -0.43624
H -22.27333 9.90967 -3.07707
H -16.32784 13.08200 0.38220
H -15.91335 17.21616 3.31042
C -15.76653 13.16392 1.31860
H -22.08402 11.16211 -4.30556
C -23.25838 14.06727 3.40688
H -16.09796 12.81058 -4.85171
C -20.93294 7.50102 -0.17633
C -23.21714 17.80878 1.07001
H -24.61383 9.43503 -1.45975
H -22.70116 15.00332 3.33966
H -19.97388 11.49775 -0.57744
C -14.05715 14.63837 0.74106
H -16.71741 16.70408 4.80744
O -15.31437 9.09388 0.55824
H -20.23254 19.01651 4.23309
O -18.27944 18.38032 3.88195
H -13.39496 8.60689 1.26963
H -24.45885 16.02671 -0.75753
C -14.45471 13.76334 -3.79348
H -17.72938 8.18524 -2.06437
C -22.04671 13.77418 -1.93942
C -21.83614 8.62622 0.29252
H -18.17464 14.79526 5.19018
H -19.47897 13.97555 4.34144
H -17.58634 9.03764 3.71114
C -16.35861 13.95911 -2.41668
C -15.40963 12.59779 -4.02956
H -13.57529 15.52238 1.15927
H -25.32262 17.78418 0.56588
H -14.30569 14.36163 -4.69108
O -15.32123 14.54081 1.37392
O -16.11054 11.53073 4.42838
C -20.22796 13.20079 1.61300
H -19.03071 13.49900 5.96774
H -21.43776 9.60988 0.04528
H -16.10487 15.50073 3.66294
H -13.82166 7.98453 -0.36251
O -17.16877 11.92969 6.38032
H -26.19608 10.22432 -1.52652
H -14.45108 11.61742 0.46508
H -20.32466 11.04557 1.77036
H -20.47705 5.74029 1.07364
C -24.22895 13.95430 4.57266
H -18.75784 11.67889 2.21624
C -16.57793 16.47406 3.75144
H -17.16348 14.38294 -3.03382
H -22.06559 14.03330 -0.88409
C -24.37386 18.04082 0.09098
H -18.95967 19.89848 5.03656
C -25.42242 14.80655 4.12488
C -19.14720 11.76840 0.08474
H -14.42870 10.37492 4.31451
H -13.53414 13.46232 -3.28935
H -12.68332 12.98924 0.28085
O -19.57347 17.48791 2.24966
H -25.35621 15.84254 4.46005
H -22.91978 18.68190 1.65447
H -18.94206 9.15582 2.55353
O -17.71556 12.93669 4.41773
H -23.86689 14.52040 1.33551
H -22.87220 8.57228 -0.06016
C -13.34013 13.32845 1.08411
H -16.56246 14.22821 -1.38208
H -25.12464 10.55759 -0.17236
O -15.34192 8.16836 2.62696
C -19.22124 19.39928 4.10187
H -21.52148 16.53399 0.59934
H -21.64198 9.49441 -4.66215
H -14.14728 14.79168 -0.34259
*
```


Record 4
Density functional theory data (the ωB97M-V functional and the def2-TZVPD basis) for a structure of composition C9H18NO4S.

Summary:
- highest occupied orbital energy (eV) = -13.346
- Kohn-Sham gap (eV) = 7.926
- relative energy (zero: lowest compared OMol25 entry of this formula, charge and spin) (kcal/mol) = 64.20
- strongest force on any atom (eV/A) = 4.26
- M (g mol⁻¹) = 236.313

```
! RIJCOSX wB97M-V def2-TZVPD def2/J DEFGRID3
* xyz 1 1
H -1.75320 -0.21909 1.98716
H -0.96689 0.75176 -4.62966
H 0.99038 -2.41276 -0.16836
H -0.36623 0.51091 3.85146
C -1.26740 -0.15416 -1.26120
H -1.36566 -1.15278 -4.69075
H 0.04293 -0.24694 -5.48417
H 0.78791 -0.98888 3.71015
C 0.09991 1.43128 1.03500
O -0.48240 1.82454 -2.86075
C -0.19128 -0.58923 3.43536
C 1.54510 -0.51680 0.99180
C -0.63934 -0.68341 2.01301
C 1.67271 -2.02376 0.66255
H 2.16783 0.13784 0.27513
H 0.20787 1.52313 2.18165
H -0.67889 -1.74575 1.87541
H -0.81310 -1.10198 4.12388
H 1.53652 -2.80016 1.52432
H -1.54991 2.06719 -0.24308
O 1.75189 0.98488 -2.09270
C -0.57885 -0.28703 -4.53967
H 2.72821 -2.25737 0.29197
C -0.41482 -0.45001 -0.33166
O -2.05014 -0.46558 -2.07892
H 1.98935 -0.32556 1.96702
H -1.14993 3.24927 0.91882
S 0.41668 0.78634 -2.49452
C -1.16462 2.17724 0.77760
N 0.15614 -0.07834 0.93547
H 0.90250 1.79847 0.32457
O 0.32350 -0.50144 -3.44745
H -1.88676 1.75819 1.44054
*
```